# C18H26N4O6S

C18H26N4O6S in the gas phase (ωB97M-V/def2-TZVPD, OMol25).

```
55
Properties=species:S:1:pos:R:3
O 2.77 1.46 3.21
C 0.59 0.62 3.48
C 1.96 0.12 -5.69
O 1.39 0.30 -6.74
H 1.53 0.15 -2.44
H 0.16 0.50 0.82
H 3.04 -1.70 -5.85
C 2.21 0.41 -3.26
N 1.11 2.63 2.20
H -3.69 -1.85 4.54
C -3.20 -2.75 4.91
H 2.73 -1.67 -3.44
C 3.24 -0.70 -3.37
C -2.52 -2.49 6.26
N 1.47 0.54 -4.50
N -1.37 0.19 -1.34
H -2.58 -1.44 6.54
H -1.32 2.14 -3.38
H -2.83 -0.94 -0.34
O -0.97 -0.84 -3.32
H -1.48 2.26 -1.07
H -1.78 -1.84 -1.46
C 1.59 1.59 2.96
H -3.91 -3.57 4.94
H 2.71 1.35 -3.00
C -0.02 1.45 0.31
C -0.53 -1.36 4.28
H 1.87 3.20 1.87
H -2.91 -3.11 7.07
S 1.02 -1.04 3.63
H -0.96 2.45 1.97
N -1.30 -0.33 4.41
H 0.44 2.31 -4.98
C -0.46 1.49 -3.22
C -0.67 0.80 3.97
H 3.87 -0.29 -6.52
C -0.95 0.17 -2.64
H -2.16 1.28 0.21
C -0.07 2.56 1.35
H -0.16 3.54 0.87
O 4.05 -0.49 -4.50
C -0.94 -2.77 4.67
H -1.17 1.75 4.04
H 0.83 1.62 -0.36
C -1.81 -1.05 -0.72
O -1.16 -2.87 6.05
C 0.23 1.32 -4.56
H 0.18 2.02 -2.51
C 3.28 -0.65 -5.67
O -2.14 -3.13 4.04
H -0.17 -3.49 4.39
C -1.32 1.36 -0.48
H -0.43 0.81 -5.25
H 3.89 -0.70 -2.49
H -1.16 -1.32 0.11
```

Calculated values
**E_LUMO**: 0.08 eV
**Total energy**: -48168.587 eV
**Net charge**: 0
**Structure (SMILES)**: CN(CCCNC(=O)c1cnc(C2OCCO2)s1)C(=O)CCN1CCOCC1=O
**Gap between HOMO and LUMO**: 9.29 eV
**Relative energy (zero: lowest compared OMol25 entry of this formula, charge and spin)**: 12.92 kcal/mol


# C4H8O3

2 unconnected molecules or ions with the total composition C4H8O3 at a distorted geometry (ωB97M-V/def2-TZVPD, OMol25).

```
15
Properties=species:S:1:pos:R:3
C 0.67 -0.76 -0.10
H -1.44 -0.30 -0.33
H 0.37 -2.67 4.16
H -0.82 1.76 0.39
H -0.54 3.41 -1.54
C -0.73 2.35 -1.71
O 1.20 -0.51 0.95
C -0.29 1.51 -0.53
H 1.10 -1.53 -0.76
O 0.49 -3.52 3.72
H -0.43 -0.32 -1.78
H 1.41 -3.51 3.44
O -1.23 1.91 -2.70
H 0.75 1.73 -0.27
C -0.48 0.00 -0.74
```

Calculated values
**E_LUMO**: 0.75 eV
**Total energy**: -10419.148 eV
**Net charge**: 0
**Structure (SMILES)**: O=CCCC=O.O
**Gap between HOMO and LUMO**: 10.84 eV
**Relative energy (zero: lowest compared OMol25 entry of this formula, charge and spin)**: 42.79 kcal/mol


# C3H3HgO3

A molecular structure, C3H3HgO3 at a distorted geometry (ωB97M-V/def2-TZVPD, OMol25).

```
10
Properties=species:S:1:pos:R:3
O 2.88 -0.96 0.44
O 1.25 -1.49 -1.02
Hg 2.62 0.96 1.80
H -1.90 0.74 -0.26
O 1.05 0.20 0.46
C -2.94 0.92 -0.58
C -4.09 1.08 -1.07
H -3.84 1.05 0.29
H 3.34 -1.71 0.04
C 1.63 -0.78 -0.11
```

Calculated values
**Spin multiplicity**: 2
**E_LUMO (alpha / beta)**: -0.09 / -3.13 eV
**Total energy**: -13471.756 eV
**Net charge**: 0
**Gap between HOMO and LUMO (alpha / beta)**: 9.74 / 7.33 eV
**Expectation value of S²**: 0.755
**Relative energy (zero: lowest compared OMol25 entry of this formula, charge and spin)**: 73.60 kcal/mol


# C54H52N4O2P2Si2V

A molecular structure, C54H52N4O2P2Si2V at a distorted geometry (ωB97M-V/def2-TZVPD, OMol25).

```
117
Properties=species:S:1:pos:R:3
H 4.99 0.89 -1.48
H 3.18 -3.27 0.18
C 3.41 1.66 1.78
C -2.27 1.44 2.08
H 0.61 -7.96 -0.65
C 1.87 2.05 -2.01
C -2.00 -0.16 -3.94
H 5.10 0.65 0.27
C 1.12 1.88 3.89
H -6.17 -0.28 3.49
N -0.13 -0.43 1.83
C 3.09 3.66 0.47
H 1.23 -3.81 3.01
H -6.78 -0.47 1.08
C -0.08 -4.68 -0.58
C -1.27 -7.10 -0.09
H -2.34 -0.79 2.31
H 1.07 -0.83 5.07
C -5.16 -0.27 -1.02
H -4.40 -0.35 -2.98
H 4.21 2.70 -4.36
H 2.61 4.18 -0.35
O 1.22 -2.67 -1.16
P 1.62 1.46 -0.33
C -1.93 -3.34 -0.05
C -5.74 -0.28 1.34
C -4.12 -0.02 3.12
C 1.42 4.17 4.56
H 1.70 -5.77 -1.12
H -1.34 -3.85 3.28
H 3.81 -2.11 1.35
H -3.05 -5.98 0.43
H 0.98 -0.39 -5.14
C 0.22 -3.25 -0.74
H 1.83 4.90 5.24
C -2.78 -0.30 -1.50
H -4.97 2.82 0.25
C 0.13 3.65 2.60
C 1.35 -2.79 2.63
C -0.06 1.44 0.04
C -2.49 2.33 3.27
P -0.48 1.17 1.68
C -5.39 -0.19 2.75
H -1.37 0.23 -5.90
H -3.66 3.77 4.21
C -2.99 0.06 2.14
C 3.03 2.45 -2.54
N -0.83 -2.49 -0.32
H 3.17 0.62 1.97
H 4.24 5.36 1.07
C 0.36 2.29 2.81
C -1.72 -0.33 -2.51
C 4.01 4.32 1.26
H 2.24 2.50 5.61
C -1.07 0.12 -4.86
C -1.67 -2.82 3.13
C 4.95 0.16 -0.68
C -4.83 -0.16 0.37
H 2.26 -2.38 3.07
H 0.21 2.46 -4.89
O -3.05 -3.00 0.19
H 1.55 -2.88 1.56
C 0.67 4.58 3.47
C -3.42 0.23 0.68
C 3.84 -2.41 0.31
H -5.26 4.03 2.33
C 1.65 2.82 4.77
Si -0.13 -1.73 3.04
H -2.35 -2.82 2.29
C -1.40 -4.74 -0.16
C -4.43 3.35 2.21
H 1.33 0.84 4.05
C 0.74 1.65 -2.89
H 5.80 -0.51 -0.84
H -3.02 -0.26 -4.28
Si 3.48 -1.00 -0.86
H -2.25 -2.54 4.00
H 2.75 -2.14 -3.01
C -2.02 -5.94 0.10
C -3.12 1.77 0.81
C 0.89 1.74 -4.42
C 0.05 -1.08 4.79
H -1.71 -8.06 0.10
C -4.28 2.68 1.07
C 2.79 2.32 0.72
H 0.49 5.64 3.30
H 3.87 2.72 -1.92
H 2.52 1.98 -5.91
C -4.17 -0.27 -1.93
H 5.36 4.17 2.92
H -0.58 -0.22 5.01
C 0.06 -7.04 -0.52
H 4.85 -2.74 0.10
H 4.82 1.80 3.38
C 2.29 2.03 -4.85
V 0.09 -0.76 -0.13
H -2.54 2.15 -0.04
H 3.71 -0.68 -3.31
H -3.86 0.00 4.17
H -0.20 2.07 -2.54
H -0.27 -1.89 5.45
C 4.64 3.65 2.30
H 1.57 -0.37 -2.81
N 1.92 -0.20 -0.34
C 3.57 -1.53 -2.65
N -2.40 -0.25 -0.26
H -1.83 2.22 4.13
C -3.50 3.18 3.32
C 4.33 2.32 2.56
C 0.37 0.26 -4.52
C 3.23 2.43 -4.00
H -0.48 3.98 1.77
H 4.48 -2.13 -2.72
C 0.62 0.11 -2.99
C -0.45 -0.32 -2.06
H -6.20 -0.38 -1.32
C 0.68 -5.82 -0.78
```

Calculated values
**E_LUMO**: -3.59 eV
**Total energy**: -126912.316 eV
**Net charge**: +1
**Gap between HOMO and LUMO**: 6.31 eV


# C3H10FN2

2 unconnected molecules or ions with the total composition C3H10FN2 at a distorted geometry (ωB97M-V/def2-TZVPD, OMol25).

```
16
Properties=species:S:1:pos:R:3
N 0.52 -1.01 -1.69
N -0.52 -1.08 0.62
H -0.57 1.43 1.41
H 2.21 -0.48 -0.60
H -0.32 -0.64 -2.01
H 1.03 -1.14 -2.60
H -0.93 -1.55 -0.18
C 1.20 -0.10 -0.77
F -2.34 0.66 -0.41
H -1.01 -1.04 1.52
H -3.18 1.02 -0.26
H 1.31 1.61 1.47
C 0.37 -0.09 0.46
C 0.42 0.91 1.52
H 0.57 0.60 2.57
H 1.24 0.89 -1.03
```

Calculated values
**Spin multiplicity**: 3
**E_LUMO (alpha / beta)**: -3.50 / -9.39 eV
**Total energy**: -8959.181 eV
**Net charge**: +1
**Gap between HOMO and LUMO (alpha / beta)**: 6.51 / 5.43 eV
**Expectation value of S²**: 2.008
**Relative energy (zero: lowest compared OMol25 entry of this formula, charge and spin)**: 0.00 kcal/mol


# C4H4InLiO5

A molecular structure, C4H4InLiO5 at a distorted geometry (ωB97M-V/def2-TZVPD, OMol25).

```
15
Properties=species:S:1:pos:R:3
O 0.59 -0.40 0.38
O 1.22 2.62 -1.41
H -1.58 0.06 1.37
O -1.62 -2.51 0.32
O 0.05 0.07 -1.70
In -0.54 -1.58 -0.83
C -1.51 -2.12 1.67
O 1.31 2.27 0.77
C 0.58 0.47 -0.61
H -2.51 -2.12 2.15
Li 1.88 3.94 -0.11
H -0.88 -2.83 2.24
C -0.94 -0.73 1.77
H -0.27 -0.55 2.62
C 1.06 1.88 -0.40
```

Calculated values
**Spin multiplicity**: 2
**E_LUMO (alpha / beta)**: -6.17 / -6.15 eV
**Total energy**: -19819.502 eV
**Net charge**: +1
**Gap between HOMO and LUMO (alpha / beta)**: 5.38 / 7.86 eV
**Expectation value of S²**: 0.759
**Relative energy (zero: lowest compared OMol25 entry of this formula, charge and spin)**: 64.31 kcal/mol